Entry i
{"formula": "C2H7NO4", "method": "the ωB97M-V functional and the def2-TZVPD basis", "e_homo_ev": -10.16, "gap_ev": 10.7, "smiles": "O=C(O)O.CNO", "total_charge": 0, "mol_weight_g_mol": 109.1, "elements": ["H", "H", "H", "H", "C", "O", "H", "O", "N", "H", "O", "C", "H", "O"], "positions_angstrom": [[-1.8606, 2.0736, -1.4076], [1.1911, -0.6161, 1.3456], [2.0507, -0.0998, -0.1413], [-1.1493, -0.9916, -1.1439], [-0.6769, 1.3614, -0.1794], [-1.9652, 1.6055, -0.5581], [2.4348, -1.6502, 0.6003], [-0.6156, 1.4164, 1.1753], [0.6530, -1.6239, -0.4496], [0.3759, -2.4865, 0.0274], [0.2708, 1.6822, -0.8996], [1.6165, -0.9473, 0.3909], [-1.5175, 1.2035, 1.4733], [-0.8079, -0.9274, -0.2333]]}

***

Entry ii
{"formula": "C2H7NO4", "method": "the ωB97M-V functional and the def2-TZVPD basis", "e_homo_ev": -10.23, "gap_ev": 10.6, "smiles": "O=CNC=O.O.O", "total_charge": 0, "mol_weight_g_mol": 109.1, "elements": ["O", "H", "H", "O", "N", "C", "H", "H", "H", "C", "O", "H", "O", "H"], "positions_angstrom": [[1.3514, 1.1503, -1.4116], [1.4457, 0.6153, 2.1292], [1.8202, 1.9199, -1.6094], [-1.7185, 0.1027, 1.3319], [-0.7829, -0.6490, -0.6660], [-1.6606, 0.0973, 0.0892], [0.6053, -2.2104, -0.9205], [0.0455, 0.6336, 1.5062], [-2.2412, 0.7498, -0.4683], [-0.2700, -1.8733, -0.2303], [0.9833, 0.9017, 1.3458], [1.3446, 1.1675, -0.4049], [-0.6428, -2.5117, 0.7332], [-0.2800, -0.0936, -1.4246]]}

***

Energy comparison, zero being the most stable, in kcal/mol: entry i 47.6; entry ii 0.0.

***

Entry i
{"formula": "CH4O4S", "method": "the ωB97M-V functional and the def2-TZVPD basis", "e_homo_ev": [-10.58, -7.71], "gap_ev": [10.2, 6.3], "total_charge": 0, "mol_weight_g_mol": 112.1, "elements": ["H", "H", "H", "H", "O", "O", "O", "S", "O", "C"], "positions_angstrom": [[-1.8642, 0.3936, -0.6498], [-1.6607, 1.5350, 0.7743], [-1.2045, -0.1378, 0.9053], [1.6998, -1.7028, -0.5827], [2.3729, 1.0199, -0.4777], [-0.0341, 1.0618, -0.3690], [0.8064, -1.3437, -0.3173], [1.3380, 0.7041, 0.4357], [-0.1149, -2.2842, 0.0546], [-1.3387, 0.7540, 0.2266]]}

***

Entry ii
{"formula": "CH4O4S", "method": "the ωB97M-V functional and the def2-TZVPD basis", "e_homo_ev": -10.59, "gap_ev": 11.1, "total_charge": 0, "mol_weight_g_mol": 112.1, "elements": ["S", "C", "O", "H", "O", "H", "O", "O", "H", "H"], "positions_angstrom": [[-2.0492, -1.0261, 0.0783], [0.4836, -0.4465, -0.1891], [-1.9751, 1.5050, -0.4189], [-2.2026, 2.0312, 0.3827], [-1.6837, -0.5978, 1.3805], [0.3476, -0.6566, 0.8695], [-2.8218, 0.3840, -0.6128], [-0.6452, -1.0217, -0.8313], [0.5091, 0.5628, -0.4384], [1.3577, -0.9787, -0.6614]]}

***

Energy comparison, zero being the most stable, in kcal/mol: entry i 60.3; entry ii 0.0.

***

Entry i
{"formula": "C6H12BrNO2", "method": "the ωB97M-V functional and the def2-TZVPD basis", "e_homo_ev": -10.16, "gap_ev": 9.9, "smiles": "C=C([N+](=O)[O-])C(C)(C)C.Br", "total_charge": 0, "mol_weight_g_mol": 210.1, "elements": ["C", "H", "H", "H", "Br", "H", "H", "H", "C", "C", "O", "O", "H", "N", "H", "H", "H", "H", "C", "H", "C", "C"], "positions_angstrom": [[-1.4938, -0.2076, -0.2811], [1.2658, 0.3986, 2.2306], [-1.9558, -0.1045, 0.7926], [1.5376, 1.7236, 0.1117], [3.5984, -2.9511, -2.0561], [-0.2175, 2.1191, -0.6373], [0.0147, 1.7877, 1.2298], [0.6841, -1.4094, -1.7398], [0.0120, 0.0226, -0.2400], [1.1432, -0.6754, 2.0367], [-0.7732, -2.8504, 0.5654], [1.4032, -3.0067, 0.4309], [3.6907, -3.8038, -0.8641], [0.3578, -2.3484, 0.6031], [-1.9847, 0.6330, -0.8662], [-1.7084, -1.2734, -0.6403], [0.1312, 0.2706, -2.3161], [1.8039, 0.0679, -1.6953], [0.3556, 1.4727, 0.1403], [1.2570, -1.5722, 2.7423], [0.5047, -0.9719, 0.8706], [0.7110, -0.2867, -1.6139]]}

***

Entry ii
{"formula": "C6H12BrNO2", "method": "the ωB97M-V functional and the def2-TZVPD basis", "e_homo_ev": -8.42, "gap_ev": 9.1, "smiles": "C/C(Br)=[N+](/[O-])O.C=C(C)C", "total_charge": 0, "mol_weight_g_mol": 210.1, "elements": ["C", "H", "C", "H", "C", "O", "H", "H", "H", "H", "N", "C", "H", "C", "H", "C", "H", "H", "H", "O", "H", "Br"], "positions_angstrom": [[1.7835, -1.2283, -1.0012], [-0.0840, -2.6966, -0.0937], [-1.3279, 1.7046, -0.8768], [1.0278, -3.0571, 1.3176], [2.3615, -0.7534, 1.3903], [-1.1042, 3.5354, 0.5445], [3.3657, -0.4117, 1.0219], [-3.1288, 0.6725, -0.9483], [-1.4686, -0.2666, -1.1997], [-0.1788, -1.7882, 1.5111], [-1.6974, 2.5063, 0.1625], [1.5505, -1.3012, 0.2997], [-3.1382, 3.0644, 1.2262], [-2.1399, 0.6306, -1.4198], [-2.1914, 0.8331, -2.5543], [0.4985, -2.2397, 0.7602], [1.3031, -1.5748, -1.8349], [2.7371, -1.5141, 2.2089], [2.5237, -0.5868, -1.5168], [-2.8892, 2.2218, 0.7869], [1.9320, 0.1206, 1.8892], [0.2650, 2.1292, -1.6738]]}

***

Energy comparison, zero being the most stable, in kcal/mol: entry i 0.0; entry ii 12.7.